Record 1
57
Properties=species:S:1:pos:R:3:forces:R:3 method="wB97M-V/def2-TZVPD" orbital_gap_ev="1.505 / 8.464" e_homo_ev="0.92 / -6.09" s2=0.7504 charge=-1 e_lumo_ev="2.42 / 2.38" spin_multiplicity=2
C 1.8000 -2.3220 -3.2453 0.41 -0.70 -0.57
C 1.5413 -1.6563 -1.9086 0.19 -0.79 0.04
C 1.5248 -0.1792 -2.1070 -1.28 1.00 -0.61
C 0.2216 0.3003 -2.8157 0.29 -0.68 0.88
C -1.0255 -0.2161 -2.1061 0.16 0.06 1.27
C -1.1029 -1.7506 -1.8259 0.36 1.46 -1.21
N 0.2553 -2.0956 -1.2333 -0.56 3.59 0.22
O 0.3043 -3.4068 -0.9576 0.01 -2.17 -0.01
C -2.2470 -1.9405 -0.7755 0.75 -0.27 0.08
C -1.4352 -2.3983 -3.2017 -0.15 -1.01 -0.12
C 2.7839 -1.9645 -1.0302 -0.38 -0.70 0.35
H 2.8799 -2.4588 -3.3024 0.01 0.25 -0.59
H 1.4192 -1.7564 -4.0957 0.18 -0.01 -0.01
H 1.4390 -3.3422 -3.3756 -0.36 -0.14 0.23
H 1.6818 0.2571 -1.1205 -0.39 0.47 -0.03
H 2.3214 0.1915 -2.7521 0.45 -0.45 0.14
H 0.1796 -0.0675 -3.8409 0.35 0.28 -0.17
H 0.2783 1.3886 -2.7939 -0.42 0.06 -0.29
H -1.9450 0.1224 -2.5835 -0.02 -0.10 -0.13
H -1.0194 0.2035 -1.1001 -0.08 0.42 0.10
H -3.2307 -1.6344 -1.1312 0.19 0.26 -0.40
H -2.4030 -2.9420 -0.3744 0.41 -0.30 -0.39
H -2.0034 -1.3382 0.0997 0.01 0.22 0.01
H -1.6416 -3.4677 -3.1576 0.41 -0.35 0.27
H -2.3451 -2.0782 -3.7093 -0.38 0.72 0.67
H -0.7113 -2.2563 -4.0041 0.44 0.02 0.38
H 2.8075 -1.3991 -0.0986 -0.13 0.07 0.04
H 3.7084 -1.7961 -1.5824 -0.17 0.56 -0.13
H 2.8741 -3.0221 -0.7822 -0.39 -0.13 0.14
H 0.2289 -3.7534 -1.8497 0.06 -1.62 -0.28
C 1.9137 3.3832 5.0816 0.11 -0.61 0.12
C 1.9586 4.3960 3.9565 1.67 -0.98 -0.91
O 0.7867 4.3251 3.1901 -1.62 0.69 0.34
H 1.3787 3.6789 5.9841 -0.17 0.22 -0.20
H 2.8837 3.0057 5.4051 0.38 0.60 -0.06
H 1.4781 2.4570 4.7068 -0.46 0.13 -0.13
H 2.6767 4.1006 3.1915 0.98 -0.44 0.50
H 2.3249 5.3903 4.2120 -0.74 0.29 0.51
H 0.6861 5.1622 2.7310 -0.23 -0.02 -0.19
C -0.4541 -3.1319 2.5115 -0.28 0.15 -2.61
O 0.7855 -2.7755 1.8485 0.12 0.03 2.28
H -0.7748 -4.0986 2.1234 0.05 -0.40 0.38
H -0.5223 -3.1197 3.5993 1.02 0.17 -0.12
H -1.2216 -2.4637 2.1209 -0.26 0.31 0.32
H 0.7083 -2.7861 0.8916 -0.62 -0.18 -0.15
C 0.0578 1.1700 1.5066 0.66 -1.54 -0.92
O -0.7655 2.3213 1.4255 0.38 -0.74 0.58
H 0.8777 1.1784 0.7884 0.40 0.71 0.17
H 0.4464 0.8999 2.4885 0.01 0.68 0.24
H -0.3856 0.2253 1.1919 -1.08 0.19 -0.01
H -0.5698 2.7643 2.2544 -0.14 0.65 0.05
C -3.9183 3.3778 0.0682 0.68 1.03 1.47
O -2.8803 4.0031 0.8364 -0.15 0.19 0.03
H -4.0966 2.3582 0.4097 0.23 -0.28 -0.50
H -4.7721 3.9515 0.4289 -0.43 -0.05 -0.82
H -3.6711 3.5164 -0.9843 -0.58 -0.41 -0.13
H -2.0701 3.4899 0.7931 0.11 -0.42 -0.11

=====

Record 2
9
Properties=species:S:1:pos:R:3:forces:R:3 method="wB97M-V/def2-TZVPD" orbital_gap_ev=9.520 e_homo_ev=-8.96 smiles="C=C=C=C=C" e_lumo_ev=0.56
C 1.7470 1.3496 -1.0845 -0.09 -0.06 0.01
C 0.6254 0.6846 -0.9628 -0.06 -0.10 0.23
C -0.3801 -0.0146 -0.5816 0.30 0.05 0.37
C -1.0978 -0.6930 0.2347 0.09 0.03 0.12
C -1.6581 -1.3444 1.2243 0.06 0.09 -0.20
H 1.7956 2.4328 -1.0039 -0.09 -0.17 -0.15
H 2.6816 0.8014 -1.1805 -0.12 0.12 -0.16
H -1.1974 -1.2142 2.2032 -0.17 -0.06 -0.09
H -2.5162 -2.0023 1.1511 0.07 0.11 -0.15

=====

Record 3
65
Properties=species:S:1:pos:R:3:forces:R:3 method="wB97M-V/def2-TZVPD" orbital_gap_ev="5.809 / 5.807" e_homo_ev="-10.65 / -10.65" charge=+1 e_lumo_ev="-4.84 / -4.84"
Pd -0.1145 0.3324 -0.1366 0.59 -2.38 0.90
N 0.1751 0.3115 2.2057 -0.38 0.57 -0.97
C 1.5768 0.6223 2.4996 0.23 -0.06 -0.01
C 2.5022 -0.1432 1.5702 -0.05 0.04 0.31
N 2.2501 0.2325 0.1769 -0.77 0.61 -0.36
H -0.4448 0.9754 2.6550 -0.06 -0.04 0.05
H -0.0697 -0.6334 2.4850 -0.05 -0.05 -0.08
H 1.8379 0.3675 3.5298 -0.04 0.11 0.02
H 1.7148 1.6961 2.3583 0.00 0.01 0.09
H 2.3067 -1.2110 1.6620 0.08 0.00 0.00
H 3.5346 0.0524 1.8696 0.02 -0.03 -0.09
H 2.6241 -0.4613 -0.4600 -0.11 -0.03 -0.09
H 2.6695 1.1293 -0.0436 0.11 -0.04 -0.06
S -3.1195 -0.5145 -3.2854 0.53 -0.44 0.63
C -2.0004 -0.5504 -2.0815 -1.15 0.13 -1.32
S -0.3159 -0.5391 -2.4245 -0.24 1.48 1.19
S -2.4283 -0.5530 -0.4208 1.25 1.43 -0.23
O 0.3091 3.1658 -1.1461 0.08 -0.69 -0.32
B -0.1694 2.3768 -0.1276 -0.14 -0.05 -0.37
O -0.5582 3.1347 0.9576 -0.19 -0.81 0.31
C -0.3525 4.4464 0.5825 0.29 0.46 -0.57
C -0.5838 5.6041 1.2908 -0.06 -0.24 0.16
C -0.2717 6.7968 0.6496 0.08 0.07 -0.08
C 0.2625 6.8145 -0.6356 0.00 0.05 0.10
C 0.5094 5.6410 -1.3379 0.07 -0.22 -0.14
C 0.1800 4.4643 -0.7033 -0.20 0.36 0.62
H -0.9773 5.5836 2.2976 -0.04 0.00 -0.02
H -0.4340 7.7321 1.1668 -0.02 -0.01 0.00
H 0.5025 7.7630 -1.0955 0.00 0.00 -0.01
H 0.9507 5.6476 -2.3246 -0.06 -0.01 -0.03
S 0.2897 -2.3168 0.4356 0.15 -0.45 0.11
Sb -0.0329 -4.5569 -0.0016 0.20 0.36 0.23
C 1.9580 -5.2819 0.2109 -0.54 -0.02 -0.15
C 2.6434 -4.9156 1.3628 -0.02 -0.04 0.06
C 3.9819 -5.2495 1.4935 -0.03 0.00 0.02
C 4.6251 -5.9443 0.4768 0.01 -0.03 0.00
C 3.9329 -6.3135 -0.6663 0.02 -0.03 -0.04
C 2.5929 -5.9765 -0.8081 -0.06 -0.04 0.00
C -1.2291 -5.2255 1.6320 0.30 0.01 -0.46
C -1.8428 -4.2688 2.4262 -0.06 0.06 0.01
C -2.6047 -4.6723 3.5131 0.00 -0.05 -0.01
C -2.7523 -6.0239 3.7924 -0.02 0.05 0.02
C -2.1382 -6.9752 2.9912 0.02 -0.10 -0.03
C -1.3686 -6.5801 1.9069 0.01 0.01 -0.01
C -0.8300 -5.1348 -1.8913 0.25 0.14 0.60
C -0.9681 -6.4840 -2.1952 0.02 0.00 0.02
C -1.5098 -6.8434 -3.4202 0.00 -0.09 0.02
C -1.9109 -5.8654 -4.3203 0.01 0.04 0.00
C -1.7670 -4.5216 -4.0060 -0.01 -0.02 -0.02
C -1.2223 -4.1516 -2.7851 -0.01 0.07 -0.03
H 2.1350 -4.3694 2.1490 0.04 0.01 0.01
H 4.5218 -4.9717 2.3891 0.01 0.00 0.00
H 5.6705 -6.2030 0.5795 0.00 -0.01 0.00
H 4.4330 -6.8663 -1.4503 0.02 0.02 -0.01
H 2.0550 -6.2518 -1.7079 0.02 -0.01 -0.01
H -1.7270 -3.2164 2.1960 0.02 -0.01 0.00
H -3.0823 -3.9311 4.1398 -0.02 -0.01 0.00
H -3.3492 -6.3368 4.6386 0.00 -0.01 0.00
H -2.2557 -8.0282 3.2098 0.00 0.00 0.01
H -0.8788 -7.3243 1.2900 -0.02 -0.04 0.03
H -0.6593 -7.2485 -1.4917 -0.02 -0.04 -0.03
H -1.6208 -7.8903 -3.6694 -0.01 0.00 -0.01
H -2.3379 -6.1528 -5.2716 0.00 -0.01 0.00
H -2.0786 -3.7566 -4.7048 -0.01 0.00 0.00
H -1.1012 -3.1059 -2.5384 -0.01 0.02 0.02

=====

Record 4
6
Properties=species:S:1:pos:R:3:forces:R:3 method="wB97M-V/def2-TZVPD" orbital_gap_ev="7.239 / 10.728" e_homo_ev="-11.24 / -12.35" e_lumo_ev="-4.00 / -1.62"
N 0.7492 1.3258 -0.1163 -0.34 -0.75 0.60
O -1.7767 0.5320 -0.4068 1.56 0.39 -0.05
F -0.2273 -0.8799 0.9630 -0.43 1.73 -1.48
F 0.0293 -0.8463 -1.3771 -0.59 1.77 1.40
S -0.3660 0.3240 -0.2676 -0.14 -4.00 0.21
H 1.5914 -0.4557 1.2049 -0.05 0.86 -0.67

=====

Record 5
9
Properties=species:S:1:pos:R:3:forces:R:3 method="wB97M-V/def2-TZVPD" orbital_gap_ev="4.093 / 5.657" e_homo_ev="-10.80 / -12.37" s2=0.7633 charge=+1 e_lumo_ev="-6.71 / -6.71" spin_multiplicity=2
C -2.4122 0.5761 0.1361 0.47 0.07 -0.11
C -1.1365 0.8804 0.0830 -1.33 1.12 0.16
H -2.7626 -0.4604 0.1459 0.05 0.29 0.02
H -0.5659 1.8094 0.0621 -0.23 -0.23 0.00
H -3.1742 1.3647 0.1491 0.10 -0.23 0.03
O 0.5303 -0.6908 -0.0718 4.63 0.89 0.03
C 1.7178 -0.6867 -0.0889 -5.31 -3.23 -0.22
O 2.7607 -1.2176 -0.1540 1.69 1.32 0.09
Ag 5.0426 -1.5750 -0.2615 -0.07 0.02 0.01

=====

Record 6
17
Properties=species:S:1:pos:R:3:forces:R:3 method="wB97M-V/def2-TZVPD" orbital_gap_ev=6.802 e_homo_ev=-13.85 charge=+1 e_lumo_ev=-7.05
C -2.5179 -1.0006 -0.1793 0.35 -0.09 -0.38
C -2.6230 1.8232 0.1349 0.20 -0.13 0.46
C -1.6589 0.6165 -2.3009 0.05 0.61 0.17
C 2.0926 0.2514 0.3775 0.20 0.66 -0.05
C 1.0999 -0.7744 0.3596 -0.83 0.44 -0.28
O -3.2100 -1.0912 0.7808 -0.25 -0.08 0.37
O -2.7725 2.8005 -0.5193 -0.10 0.29 -0.14
O -1.4245 -0.3239 -2.9872 0.13 -0.45 -0.25
P -1.4309 0.4980 -0.4508 0.73 -0.60 0.22
H -2.4201 -1.7628 -0.9736 -0.19 -0.10 0.03
H -3.1369 1.5855 1.0806 -0.16 0.11 -0.05
H -2.0273 1.5933 -2.6544 -0.05 -0.06 -0.16
H 2.2461 0.7361 -0.5884 -0.03 -0.06 0.04
H 1.9896 0.9622 1.1960 -0.01 -0.05 -0.04
H 3.0464 -0.2820 0.5599 0.04 -0.25 0.06
H 0.6091 -1.0871 1.2705 -0.06 -0.11 0.10
H 0.9618 -1.3875 -0.5203 -0.02 -0.14 -0.09

=====

We obtain total energy values of -986.37741; -192.77180; -3290.61995; -728.26343; -413.12704; -761.97282 hartree for the records listed above, in that order.
We obtain max |F| values of 3.64; 0.48; 2.62; 4.01; 6.22; 0.99 eV/Å for the records listed above, in that order.